Below is 11 unconnected molecules or ions with the total composition H22O11 in a non-equilibrium geometry, with properties calculated with ωB97M-V with the def2-TZVPD basis set.

```
33
Properties=species:S:1:pos:R:3:forces:R:3
O -0.9723 -0.3197 2.4705 0.5 -0.5 2.1
O 1.1346 -5.2436 -1.2634 -1.8 2.4 -3.0
O -1.8070 0.4413 5.4635 3.2 -0.8 -0.8
O 4.4574 0.1504 0.7773 2.4 2.0 1.8
O 0.6922 3.9939 -2.2413 -2.0 0.8 -1.8
O 2.2237 3.7222 1.5204 -0.7 -3.0 1.0
O 2.4117 0.6583 -2.8395 0.2 -2.2 -1.7
O -0.0569 0.6688 -0.4955 0.2 0.4 0.6
O -4.1658 -1.0728 1.8318 0.9 -0.1 -2.2
O -2.2744 -4.0528 -0.3734 -2.7 -4.0 -0.4
O -0.6867 1.0427 -4.9151 2.0 -0.3 -1.2
H -1.4627 0.9937 -4.4152 -1.8 0.1 1.2
H 4.3574 0.4001 1.7250 -0.2 -0.5 -1.2
H 2.0854 -0.0891 -3.4363 0.8 1.6 1.1
H 1.1211 -4.2480 -1.3029 0.3 -1.8 0.3
H 3.7563 -0.3669 0.4972 -2.2 -1.5 -0.5
H 1.4386 3.4030 -2.2433 0.3 -0.4 -0.5
H -1.4986 0.3494 4.5387 0.4 0.2 1.2
H 1.5757 -5.5060 -0.5105 1.5 -0.6 2.6
H 0.1384 0.7219 0.4643 -0.3 -0.3 -0.9
H -0.0280 -0.2589 -0.7363 0.0 -0.1 0.2
H 2.1035 2.7491 1.8185 1.0 2.2 -0.7
H 1.5998 0.9781 -2.4904 -1.2 0.6 0.8
H -4.5395 -0.1855 1.9616 0.2 -0.4 -0.6
H -1.7938 -3.3103 -0.2927 2.7 4.0 0.5
H -1.8659 -4.5738 -1.0682 0.1 -0.1 0.0
H -3.8216 -1.1575 0.8595 -1.1 0.6 2.8
H 1.2836 3.9138 1.5031 -0.3 0.8 -0.3
H -0.7861 -0.6885 3.3818 0.3 -0.2 -1.8
H -1.6980 0.2444 2.7381 -0.7 0.4 -0.9
H -0.4695 1.9657 -5.0552 -0.2 0.1 0.1
H 0.2147 4.0112 -3.1479 1.7 -0.4 2.4
H -2.6671 0.6654 5.2758 -3.6 0.9 0.0
```
Positions in Å, forces in eV/Å.

Summary:
Highest occupied orbital energy = -11.45 eV
HOMO-LUMO gap = 10.9 eV
SMILES = O.O.O.O.O.O.O.O.O.O.O
ΔE to the lowest compared entry with this formula, charge and spin = 389.96 kJ/mol
LUMO energy = -0.6 eV
Net charge = 0
Multiplicity = 1